Record 1
22
Properties=species:S:1:pos:R:3:mulliken_charge:R:1 method="wB97M-V/def2-TZVPD" gap_ev=7.778 charge=0 e_homo_ev=-6.97
C -0.078 2.571 -0.415 -1.602
C 1.190 -1.979 -0.618 -1.441
C 0.465 -1.433 1.739 -1.320
C -0.540 0.077 -0.655 0.808
C -0.615 1.264 0.077 0.371
C 0.134 -1.322 0.261 0.841
N -0.155 0.170 -2.043 -0.607
N -1.349 1.265 1.214 -0.432
N -1.146 -1.080 -0.103 -1.025
H -0.583 0.974 -2.489 0.243
H -0.495 -0.652 -2.526 0.320
H -1.193 1.955 1.930 0.176
H -1.794 0.373 1.411 0.384
H 0.836 2.416 -0.987 0.384
H -0.800 3.068 -1.073 0.331
H 0.123 3.247 0.417 0.433
H 0.853 -2.122 -1.640 0.395
H 2.107 -1.386 -0.639 0.322
H 0.074 -2.390 2.097 0.315
H -0.006 -0.639 2.315 0.362
H 1.541 -1.418 1.922 0.322
H 1.430 -2.959 -0.196 0.419

=====

Record 2
127
Properties=species:S:1:pos:R:3:mulliken_charge:R:1 method="wB97M-V/def2-TZVPD" gap_ev=8.410 charge=+1 e_homo_ev=-12.11
K 4.726 -0.478 -2.781 1.116
K 1.674 2.641 -5.154 1.010
O 1.107 1.668 -2.642 -0.512
P 1.245 0.542 -1.683 -0.686
O 2.475 -0.257 -1.549 -0.100
F 0.063 -0.433 -1.981 0.247
F 0.881 1.106 -0.287 0.137
C -2.670 5.845 5.544 -1.239
C -1.306 5.554 4.993 -0.156
O -1.463 5.001 3.674 -0.309
C -0.360 4.500 3.127 0.831
O 0.589 4.062 3.713 -0.591
O -0.501 4.520 1.797 -0.346
C 0.495 3.855 1.059 0.405
H -3.286 4.939 5.519 0.304
H -3.216 6.555 4.922 0.314
H -2.646 6.146 6.587 0.384
H -0.774 4.840 5.622 0.302
H -0.694 6.454 4.907 0.304
H -0.015 3.262 0.301 -0.414
H 1.101 3.201 1.684 -0.049
H 1.170 4.528 0.526 0.370
C 2.454 -2.081 1.416 -0.555
C 3.062 -2.924 0.315 -0.535
O 4.196 -2.247 -0.288 -0.006
C 5.418 -2.595 0.070 0.581
O 5.764 -3.168 1.052 -0.570
O 6.241 -2.169 -0.927 -0.257
C 7.632 -2.354 -0.684 -0.829
H 3.097 -1.861 2.264 0.352
H 1.598 -2.633 1.819 0.669
H 2.001 -1.185 0.989 -0.210
H 2.348 -2.971 -0.497 -0.164
H 3.268 -3.941 0.632 0.544
H 7.920 -3.344 -1.070 0.315
H 7.956 -2.365 0.351 0.303
H 8.208 -1.658 -1.289 0.277
C 3.863 1.294 2.830 -0.932
C 4.105 1.051 1.364 1.802
O 4.848 2.147 0.790 -0.371
C 6.163 2.065 0.635 0.547
O 6.831 2.901 0.101 -0.605
O 6.662 0.914 1.135 -0.295
C 8.086 0.838 1.216 -0.719
H 4.782 1.195 3.416 0.408
H 3.193 0.535 3.246 -0.130
H 3.414 2.266 3.028 0.362
H 3.130 1.069 0.875 -0.557
H 4.543 0.088 1.132 -0.365
H 8.455 1.594 1.902 0.349
H 8.524 0.835 0.222 0.282
H 8.297 -0.127 1.680 0.219
C 1.915 -8.597 -1.082 -1.047
C 1.818 -7.742 -2.311 -0.174
O 0.697 -6.836 -2.269 -0.377
C 0.828 -5.762 -1.505 0.707
O 1.777 -5.537 -0.791 -0.546
O -0.254 -5.019 -1.658 -0.370
C -0.386 -3.849 -0.875 -0.176
H 2.912 -9.041 -0.998 0.318
H 1.238 -9.451 -1.132 0.309
H 1.761 -8.037 -0.164 0.318
H 1.626 -8.329 -3.204 0.294
H 2.711 -7.136 -2.474 0.288
H 0.264 -3.040 -1.218 -0.162
H -0.196 -4.056 0.177 0.557
H -1.407 -3.501 -1.021 0.082
C -6.801 -1.109 -3.024 -1.100
C -5.643 -2.034 -3.245 -0.234
O -4.459 -1.250 -3.492 -0.245
C -3.319 -1.922 -3.569 0.770
O -3.133 -3.075 -3.314 -0.585
O -2.363 -1.075 -3.984 -0.168
C -1.158 -1.698 -4.433 -0.465
H -6.730 -0.528 -2.102 0.118
H -7.726 -1.675 -2.911 0.372
H -6.904 -0.381 -3.831 0.336
H -5.853 -2.664 -4.111 0.444
H -5.478 -2.658 -2.370 0.266
H -0.474 -0.878 -4.630 0.064
H -1.369 -2.284 -5.326 0.382
H -0.742 -2.325 -3.645 0.079
C -7.794 0.662 1.266 -1.106
C -6.690 -0.282 1.690 -0.193
O -5.416 0.284 1.342 -0.300
C -4.725 -0.304 0.369 0.656
O -5.094 -1.215 -0.315 -0.560
O -3.516 0.250 0.347 -0.174
C -2.689 -0.175 -0.725 -0.386
H -8.011 0.570 0.201 0.234
H -7.570 1.692 1.537 0.288
H -8.745 0.423 1.754 0.391
H -6.805 -1.252 1.210 0.276
H -6.682 -0.452 2.765 0.360
H -3.028 0.134 -1.717 0.167
H -2.657 -1.267 -0.793 0.506
H -1.685 0.197 -0.582 -0.214
C -2.109 0.722 3.350 -1.409
C -0.703 0.780 2.825 0.918
O 0.069 -0.362 3.198 -0.147
C 0.611 -0.314 4.406 0.527
O 0.340 0.455 5.280 -0.550
O 1.519 -1.297 4.480 -0.165
C 1.956 -1.640 5.790 -0.813
H -2.723 -0.017 2.833 0.219
H -2.620 1.668 3.157 0.378
H -2.103 0.498 4.414 0.438
H -0.182 1.672 3.184 0.132
H -0.678 0.818 1.737 -0.402
H 2.577 -2.530 5.706 0.248
H 1.096 -1.885 6.412 0.307
H 2.569 -0.865 6.246 0.320
C -1.828 2.945 -2.026 -0.381
C -1.233 4.266 -2.475 -0.391
O -2.027 4.869 -3.513 -0.294
C -1.714 4.739 -4.778 0.708
O -0.825 4.053 -5.248 -0.542
O -2.493 5.523 -5.493 -0.334
C -2.245 5.537 -6.893 -0.643
H -2.246 2.355 -2.841 0.406
H -2.596 3.045 -1.255 0.423
H -1.045 2.327 -1.580 -0.485
H -0.252 4.035 -2.901 0.186
H -1.154 5.006 -1.688 0.291
H -2.448 4.559 -7.338 0.298
H -1.229 5.844 -7.125 0.289
H -2.987 6.203 -7.324 0.233

=====

Record 3
63
Properties=species:S:1:pos:R:3:mulliken_charge:R:1 method="wB97M-V/def2-TZVPD" gap_ev="7.749 / 6.584" s_squared=0.758 multiplicity=2 charge=+2 e_homo_ev="-12.84 / -12.87"
Ir -0.408 -0.250 -0.539 1.361
C -2.181 -2.105 4.348 -0.813
N -2.056 -1.980 2.896 0.124
C -2.645 -2.800 1.974 -0.445
C -2.248 -2.362 0.747 -0.990
N -1.415 -1.291 0.921 0.986
C -1.310 -1.079 2.225 -0.060
P -0.337 0.255 2.959 -0.469
C -0.871 1.541 1.794 0.125
N -0.878 1.456 0.460 0.340
C -1.383 2.634 -0.017 -0.640
C -1.659 3.446 1.039 -1.015
N -1.336 2.750 2.166 0.203
C -1.480 3.247 3.535 -0.811
C 1.226 -0.106 2.106 -0.181
N 1.363 -0.180 0.786 -0.010
C 2.708 -0.168 0.536 -0.636
C 3.382 -0.103 1.719 -0.666
N 2.438 -0.061 2.702 0.153
C 2.707 0.048 4.136 -0.813
H -2.780 -2.984 4.563 0.335
H -2.676 -1.229 4.762 0.322
H -1.201 -2.227 4.803 0.334
H -3.300 -3.604 2.260 0.509
H -2.522 -2.727 -0.225 0.615
H -1.549 2.808 -1.061 0.806
H -2.076 4.437 1.075 0.452
H -1.975 4.213 3.493 0.336
H -0.505 3.368 4.000 0.325
H -2.091 2.565 4.121 0.337
H 3.131 -0.173 -0.450 0.593
H 4.436 -0.076 1.934 0.473
H 3.774 -0.078 4.293 0.333
H 2.178 -0.732 4.678 0.334
H 2.407 1.025 4.508 0.323
S -4.555 1.743 -2.308 -0.043
C -3.560 0.707 -1.524 0.217
S -2.001 0.272 -2.174 -0.293
S -4.201 0.174 -0.065 -0.166
N -0.884 -3.786 -2.956 -0.356
C -0.169 -3.295 -1.943 0.333
O -0.366 -2.134 -1.578 -0.373
C 0.843 -4.256 -1.361 -1.336
I 1.534 -3.773 0.577 0.121
H -1.539 -3.178 -3.427 0.264
H -0.770 -4.728 -3.289 0.218
H 1.713 -4.295 -2.016 0.489
H 0.420 -5.256 -1.307 0.567
N 2.564 -0.126 -3.479 -0.007
C 1.842 -0.521 -2.425 -1.049
N 0.931 0.364 -2.073 0.327
C 1.065 1.429 -2.985 0.499
C 0.409 2.654 -3.106 0.027
C 0.798 3.494 -4.126 -1.029
C 1.826 3.151 -5.019 -0.477
C 2.500 1.958 -4.904 -1.154
C 2.098 1.118 -3.870 0.606
H 3.315 -0.647 -3.903 0.252
H 2.007 -1.460 -1.921 0.771
H -0.378 2.941 -2.436 0.133
H 0.297 4.445 -4.245 0.446
H 2.093 3.841 -5.807 0.414
H 3.300 1.689 -5.580 0.431

=====

Record 4
156
Properties=species:S:1:pos:R:3:mulliken_charge:R:1 method="wB97M-V/def2-TZVPD" gap_ev=6.871 charge=-1 e_homo_ev=-5.02
C -0.855 3.007 2.412 -1.033
P 0.173 3.548 1.021 0.056
C -0.949 4.284 -0.203 -0.987
S 0.869 1.753 0.057 0.657
O -0.093 1.250 -0.860 -0.503
O 2.092 2.163 -0.513 -0.564
N 0.991 0.879 1.358 -0.185
S 1.747 -0.479 1.228 0.861
O 1.063 -1.500 1.935 -0.759
O 2.179 -0.792 -0.090 -0.625
P 3.566 -0.318 2.405 0.372
O 4.180 0.986 1.733 -0.531
O 2.947 0.417 3.663 -0.504
H -1.697 3.667 2.555 0.344
H -0.235 3.090 3.289 0.320
H -1.202 1.986 2.354 0.411
H -1.979 3.969 -0.131 0.220
H -0.568 4.065 -1.189 0.327
H -0.885 5.348 -0.047 0.391
H 4.504 0.763 0.833 0.335
H 3.185 -0.098 4.456 0.346
C 2.513 -3.550 -1.808 -1.077
C 2.092 -4.925 -1.348 0.056
O 2.221 -5.067 0.063 -0.474
H 3.534 -3.353 -1.501 0.248
H 2.443 -3.454 -2.894 0.410
H 1.894 -2.778 -1.350 0.258
H 2.723 -5.697 -1.789 0.110
H 1.056 -5.123 -1.648 0.152
H 1.668 -4.394 0.482 0.309
C 4.174 -6.855 2.787 -0.742
C 4.972 -5.571 2.923 -0.072
O 6.215 -5.787 3.601 -0.544
H 3.975 -7.277 3.773 0.306
H 3.226 -6.679 2.278 0.226
H 4.733 -7.597 2.216 0.140
H 4.430 -4.833 3.509 0.266
H 5.163 -5.144 1.934 0.133
H 6.715 -6.427 3.081 0.298
C 7.405 -4.543 -3.433 -1.039
C 6.762 -5.841 -2.978 -0.163
O 6.751 -5.980 -1.550 -0.467
H 8.427 -4.461 -3.064 0.242
H 7.428 -4.467 -4.520 0.363
H 6.850 -3.696 -3.049 0.280
H 7.329 -6.694 -3.349 0.331
H 5.742 -5.918 -3.370 0.205
H 6.240 -5.248 -1.178 0.248
C 5.965 -9.305 -1.279 -0.624
C 4.624 -9.812 -0.760 -0.309
O 4.054 -9.012 0.279 -0.451
H 6.673 -9.227 -0.454 0.265
H 6.379 -9.981 -2.030 0.390
H 5.878 -8.312 -1.720 -0.050
H 4.746 -10.797 -0.311 0.290
H 3.908 -9.909 -1.586 0.239
H 3.889 -8.124 -0.065 0.240
C -3.549 4.420 6.632 -0.973
C -3.038 4.557 5.210 0.151
O -3.754 3.684 4.330 -0.514
H -3.444 3.388 6.970 0.292
H -3.001 5.070 7.318 0.294
H -4.606 4.676 6.679 0.195
H -1.988 4.282 5.139 0.268
H -3.138 5.588 4.864 0.021
H -4.685 3.931 4.380 0.269
C 0.003 -7.436 -4.192 -0.370
C 1.198 -7.372 -5.121 -0.303
O 2.426 -7.225 -4.410 -0.460
H -0.044 -6.538 -3.574 -0.048
H -0.926 -7.532 -4.755 0.022
H 0.086 -8.292 -3.518 0.463
H 1.130 -6.508 -5.780 0.249
H 1.239 -8.273 -5.745 0.265
H 2.516 -7.984 -3.821 0.235
C 9.221 -0.794 -3.032 -0.945
C 9.674 -1.158 -4.435 -0.301
O 8.766 -2.044 -5.083 -0.486
H 9.104 -1.694 -2.429 0.208
H 9.943 -0.137 -2.545 0.349
H 8.257 -0.281 -3.056 0.316
H 10.628 -1.683 -4.409 0.272
H 9.804 -0.251 -5.037 0.289
H 7.908 -1.603 -5.128 0.300
C -2.393 -6.283 -8.361 -0.851
C -2.868 -7.638 -7.869 -0.273
O -2.750 -7.764 -6.454 -0.494
H -1.353 -6.124 -8.077 0.169
H -2.478 -6.200 -9.445 0.383
H -2.995 -5.494 -7.909 0.227
H -2.265 -8.437 -8.296 0.302
H -3.910 -7.803 -8.165 0.273
H -3.296 -7.074 -6.054 0.276
C -1.316 8.736 7.050 -0.769
C -0.696 7.560 6.314 -0.254
O -1.286 7.352 5.041 -0.307
H -2.388 8.582 7.170 0.245
H -0.868 8.865 8.037 0.386
H -1.172 9.658 6.482 0.009
H -0.852 6.636 6.870 0.304
H 0.385 7.709 6.206 0.255
H -1.146 8.154 4.521 0.145
C 0.484 12.553 3.359 -1.211
C -0.471 11.602 4.056 -0.186
O -0.114 10.234 3.836 -0.414
H 0.499 12.356 2.288 0.294
H 0.188 13.590 3.520 0.357
H 1.502 12.426 3.735 0.360
H -1.479 11.725 3.664 0.285
H -0.495 11.805 5.132 0.250
H 0.778 10.101 4.177 0.266
C -9.095 2.917 6.530 -1.133
C -7.839 3.398 5.827 -0.227
O -6.721 3.489 6.706 -0.439
H -9.344 3.583 7.357 0.277
H -9.941 2.882 5.843 0.345
H -8.948 1.916 6.940 0.343
H -7.984 4.402 5.432 0.304
H -7.600 2.736 4.989 0.279
H -6.547 2.610 7.062 0.266
C -1.574 -3.574 -4.423 -1.062
C -2.379 -4.632 -5.152 0.330
O -3.730 -4.215 -5.386 -0.584
H -2.024 -3.321 -3.467 0.211
H -0.552 -3.911 -4.245 0.226
H -1.532 -2.653 -5.010 0.385
H -2.442 -5.545 -4.562 0.129
H -1.909 -4.875 -6.106 -0.040
H -3.697 -3.406 -5.910 0.329
C -3.878 9.323 3.446 -0.692
C -4.343 9.998 2.172 -0.405
O -3.500 11.098 1.830 -0.528
H -3.862 10.036 4.271 0.268
H -4.526 8.489 3.717 0.377
H -2.865 8.939 3.322 0.083
H -5.344 10.408 2.289 0.318
H -4.365 9.280 1.346 0.272
H -2.611 10.743 1.705 0.304
C -3.066 0.937 -2.958 -0.581
C -3.358 -0.444 -2.408 -0.226
O -2.186 -1.231 -2.252 -0.401
H -2.569 0.874 -3.926 0.293
H -3.977 1.529 -3.066 0.156
H -2.394 1.457 -2.272 0.055
H -4.017 -1.007 -3.071 0.303
H -3.859 -0.352 -1.434 0.210
H -1.586 -0.760 -1.652 0.221
C -7.805 2.975 -1.406 -1.040
C -6.615 3.159 -2.332 -0.250
O -5.392 3.309 -1.626 -0.435
H -7.886 3.821 -0.725 0.257
H -8.734 2.889 -1.972 0.333
H -7.688 2.071 -0.804 0.334
H -6.727 4.067 -2.922 0.283
H -6.545 2.312 -3.026 0.242
H -5.247 2.508 -1.106 0.280

=====

Record 5
40
Properties=species:S:1:pos:R:3:mulliken_charge:R:1 method="wB97M-V/def2-TZVPD" gap_ev="5.964 / 5.959" s_squared=3.763 multiplicity=4 charge=-2 e_homo_ev="-1.49 / -1.49"
Co -0.275 -0.471 -0.948 0.103
C -1.099 4.010 -3.138 -1.040
C -0.178 4.285 -2.012 0.794
N 0.061 5.464 -1.519 -0.821
N 0.918 5.171 -0.406 0.105
C 1.135 3.829 -0.207 0.170
S 1.949 3.230 1.111 -0.455
N 0.472 3.293 -1.297 0.034
N 0.414 1.942 -1.690 -0.256
H -1.599 4.921 -3.517 0.306
H -1.880 3.268 -2.943 0.274
H -0.485 3.580 -3.892 0.251
H 1.214 5.919 0.203 0.178
H -0.513 1.802 -2.078 0.238
H 1.082 1.818 -2.424 0.201
S 0.682 0.968 -4.994 -0.653
As -0.124 -0.724 -4.036 0.568
S -1.824 -0.136 -2.608 -0.594
S 1.199 -1.550 -2.408 -0.494
S -0.629 -2.212 -5.438 -0.629
C -0.969 0.159 2.747 -1.114
Si -0.829 -1.116 1.249 0.501
C -2.485 -2.017 1.099 -1.210
C 0.367 -2.493 1.933 0.235
C 0.814 -2.500 3.227 -0.201
C 1.671 -3.527 3.670 -0.520
C 2.082 -4.517 2.803 -0.255
C 1.741 -4.468 1.473 -0.722
C 0.874 -3.444 1.049 -0.261
H -1.510 -0.222 3.666 0.295
H -1.458 1.079 2.413 0.301
H 0.034 0.495 3.044 0.299
H -2.902 -2.420 2.088 0.271
H -2.477 -2.849 0.409 0.354
H -3.298 -1.357 0.680 0.281
H 0.451 -1.791 3.973 0.258
H 1.948 -3.466 4.729 0.301
H 2.621 -5.349 3.248 0.315
H 2.112 -5.227 0.728 0.296
H 0.696 -3.377 0.016 0.295

=====

Going through the records in order, we get DFT total energy values of -400.587079 -4955.075949 -3358.957895 -4391.809415 -6547.478114 Eh.
Going through the records in order, we get relative energy (zero: lowest compared OMol25 entry of this formula, charge and spin) values of 278.1 0.0 103.4 0.0 0.0 kJ/mol.